No. 1
{
  "formula": "C37H59F2NO14PS",
  "method": "ωB97M-V/def2-TZVPD",
  "species": ["C", "C", "C", "F", "P", "C", "C", "O", "F", "N", "C", "S", "O", "C", "C", "C", "C", "C", "C", "C", "H", "H", "H", "H", "H", "H", "H", "H", "H", "H", "H", "H", "H", "H", "H", "H", "H", "H", "H", "H", "H", "H", "H", "O", "C", "O", "C", "C", "C", "H", "H", "H", "H", "H", "H", "O", "C", "O", "C", "C", "C", "H", "H", "H", "H", "H", "H", "O", "C", "O", "C", "C", "C", "H", "H", "H", "H", "H", "H", "O", "C", "O", "C", "C", "C", "H", "H", "H", "H", "H", "H", "O", "C", "O", "C", "C", "C", "H", "H", "H", "H", "H", "H", "O", "C", "O", "C", "C", "C", "H", "H", "H", "H", "H", "H"],
  "xyz": [[4.909750, 6.015969, 1.882585], [5.633897, 4.632741, 1.684612], [4.665048, 3.559571, 1.034528], [3.370614, 4.065652, 1.022922], [4.817348, 1.849536, 1.754663], [6.664613, 1.516998, 1.866528], [6.914054, 0.789247, 3.212637], [7.544873, 1.276191, 4.054017], [6.378864, -0.448766, 3.424058], [4.205836, 1.661823, 3.332498], [4.078438, 2.734236, 3.940014], [3.386892, 3.963213, 4.627801], [4.254540, 0.794281, 0.676610], [2.982831, 0.153836, 1.047742], [1.697738, 0.963433, 0.642308], [1.904818, 1.831378, -0.643184], [1.158096, 1.753979, 1.886241], [-0.197799, 2.514586, 1.645142], [-0.984084, 2.578023, 3.032087], [-0.011453, 4.014632, 1.193910], [5.626366, 6.787903, 2.249355], [4.436248, 6.363936, 0.936244], [4.101021, 5.933293, 2.638531], [6.471560, 4.840620, 0.972939], [6.113960, 4.264652, 2.622239], [4.979093, 3.469202, -0.039856], [7.259967, 2.450082, 1.850874], [6.934025, 0.870566, 1.000608], [2.898100, -0.141077, 2.116272], [2.935679, -0.796509, 0.465486], [0.935314, 0.190375, 0.372022], [1.832471, 1.126562, -1.510966], [2.889978, 2.344291, -0.705431], [1.119264, 2.594411, -0.807061], [1.901687, 2.452216, 2.342779], [0.943374, 0.980563, 2.673040], [-0.793209, 1.947753, 0.888381], [-0.512006, 1.953708, 3.817553], [-0.909332, 3.633109, 3.405052], [-2.067182, 2.355746, 2.907183], [-0.953513, 4.542589, 1.486983], [0.065541, 4.140368, 0.089914], [0.813380, 4.532950, 1.732037], [-0.996024, 0.367915, -1.718698], [-2.047035, 0.118686, -1.194951], [-2.816752, 1.051138, -0.578188], [-3.948629, 0.409962, 0.038329], [-4.116340, -0.900675, -0.703979], [-2.683694, -1.245879, -1.076892], [-3.729398, 0.262871, 1.099414], [-4.825256, 1.049633, -0.053890], [-4.614440, -1.667879, -0.115373], [-4.701798, -0.741452, -1.609462], [-2.178941, -1.805328, -0.286335], [-2.629927, -1.784579, -2.020537], [-5.992324, -2.759807, -2.006096], [-6.079052, -2.969945, -3.184901], [-5.949429, -4.198760, -3.739026], [-5.995703, -4.090362, -5.172247], [-6.712552, -2.784277, -5.450198], [-6.296568, -1.931380, -4.262272], [-4.971245, -4.093166, -5.553922], [-6.527205, -4.945891, -5.585892], [-6.457566, -2.349849, -6.415570], [-7.791969, -2.942139, -5.429389], [-5.355562, -1.406959, -4.445125], [-7.075279, -1.229920, -3.975550], [1.117775, -2.325302, 0.651143], [1.819502, -3.261209, 0.367415], [2.115084, -3.615002, -0.902064], [2.880178, -4.837032, -0.899948], [3.501994, -4.911972, 0.478665], [2.453007, -4.228206, 1.341865], [2.203013, -5.671016, -1.096964], [3.629724, -4.800723, -1.685130], [3.735262, -5.928683, 0.790421], [4.429821, -4.333160, 0.499660], [1.692213, -4.928855, 1.690944], [2.900483, -3.699772, 2.181663], [-3.717320, 2.174408, 6.311563], [-2.638545, 1.795551, 6.658622], [-1.690234, 1.329644, 5.797243], [-0.558564, 0.855454, 6.541384], [-0.636758, 1.559418, 7.882910], [-2.135851, 1.712631, 8.081356], [-0.635513, -0.230728, 6.636686], [0.358955, 1.098475, 6.003823], [-0.139611, 1.013971, 8.684698], [-0.173841, 2.547017, 7.810796], [-2.575521, 0.836960, 8.562061], [-2.380455, 2.616070, 8.635106], [5.637589, -6.026099, -1.910770], [6.306010, -5.103063, -2.281041], [6.086950, -4.435667, -3.441839], [7.123466, -3.462523, -3.643836], [7.692152, -3.194973, -2.263784], [7.519951, -4.540652, -1.577082], [7.866617, -3.882557, -4.325683], [6.699307, -2.566461, -4.094585], [8.721898, -2.838996, -2.284171], [7.085849, -2.441861, -1.752541], [8.370378, -5.201313, -1.754328], [7.337049, -4.430824, -0.510218], [-9.215048, -1.392481, -6.973413], [-9.548175, -0.313187, -6.572437], [-10.433828, 0.485560, -7.218682], [-10.533558, 1.747539, -6.540892], [-10.066226, 1.476560, -5.124630], [-9.034061, 0.379902, -5.330351], [-9.897896, 2.470990, -7.057774], [-11.563943, 2.098301, -6.573303], [-9.675466, 2.361609, -4.623330], [-10.896220, 1.091387, -4.527646], [-8.041618, 0.786578, -5.536127], [-8.999986, -0.305532, -4.486603]],
  "atomic_forces_ev_per_a": [[-0.1, -0.3, 0.3], [0.2, 0.6, -0.2], [0.6, 1.5, -0.5], [0.5, -0.9, 0.3], [0.6, -0.8, -1.1], [-1.1, -1.0, -0.1], [-0.4, -0.5, -0.9], [1.0, 0.9, 1.4], [-0.1, 0.9, -1.2], [1.5, 0.6, -1.7], [-2.8, 1.0, 0.8], [1.4, -1.1, -0.4], [0.4, 1.2, 2.8], [-2.5, -1.5, -1.2], [0.2, 0.9, 0.3], [0.1, -0.8, -0.6], [-0.6, -0.5, -0.1], [0.3, 0.4, 1.0], [0.5, 0.7, -0.5], [-1.0, -0.3, -0.2], [-0.4, -0.7, -0.4], [0.5, -0.3, 0.7], [0.5, 0.1, -0.5], [-0.6, -0.5, 0.5], [-0.5, 0.4, -0.5], [-0.4, -0.4, 0.8], [-0.4, -0.6, 0.2], [-0.2, 0.4, 0.5], [0.6, 0.4, -0.6], [0.5, 0.8, 0.4], [0.6, 0.6, 0.4], [0.2, 0.7, 0.6], [-0.6, -0.3, 0.2], [0.4, -0.6, 0.4], [-0.4, -0.3, -0.5], [0.3, 0.5, -0.6], [0.4, 0.5, 0.5], [-0.6, 0.1, -0.6], [-0.2, -0.9, -0.1], [0.8, 0.0, 0.2], [0.7, -0.3, -0.4], [0.3, 0.0, 0.8], [-0.4, -0.5, -0.4], [-0.1, 0.5, 0.1], [0.4, -0.4, 0.0], [0.3, 0.0, -0.2], [-0.3, -0.1, 0.2], [-0.1, -0.1, 0.1], [-0.6, 0.1, -0.1], [0.0, 0.0, 0.0], [0.2, 0.2, 0.0], [0.0, 0.1, -0.1], [0.0, 0.0, 0.1], [0.1, 0.0, -0.1], [0.3, 0.0, 0.1], [-0.1, -0.5, -0.2], [0.2, 0.2, 0.3], [-0.1, 0.2, 0.2], [0.0, -0.1, -0.4], [-0.1, 0.2, -0.2], [-0.3, -0.3, -0.4], [0.0, 0.0, 0.1], [0.1, -0.1, 0.2], [0.0, -0.1, 0.0], [0.1, 0.0, -0.1], [0.0, 0.1, 0.1], [0.3, 0.1, 0.2], [0.2, 0.1, -0.3], [-0.5, -0.1, 0.2], [-0.1, 0.3, 0.4], [0.2, -0.3, -0.3], [0.2, -0.2, 0.2], [0.5, -0.1, -0.2], [0.0, 0.1, 0.0], [-0.2, 0.1, -0.1], [0.0, 0.0, -0.1], [0.0, -0.1, 0.0], [0.0, 0.1, 0.1], [-0.3, 0.0, 0.1], [0.3, 0.0, -0.3], [-0.7, 0.0, 0.2], [-0.1, 0.1, 0.2], [0.2, -0.1, 0.0], [0.2, 0.0, 0.3], [0.6, 0.2, 0.0], [0.0, 0.0, 0.0], [-0.1, 0.0, -0.2], [0.0, 0.0, -0.1], [0.0, -0.1, 0.0], [-0.1, 0.1, 0.0], [-0.3, -0.1, 0.0], [-0.2, 0.3, -0.2], [0.2, -0.6, 0.1], [-0.1, -0.1, 0.3], [0.2, 0.3, -0.2], [0.3, 0.2, 0.2], [0.0, 0.6, 0.0], [0.0, 0.0, 0.0], [-0.1, -0.2, -0.1], [0.0, 0.0, -0.1], [0.0, 0.0, -0.1], [-0.1, -0.1, 0.1], [0.1, -0.3, 0.0], [-0.3, 0.2, -0.1], [0.4, -0.3, -0.2], [0.1, -0.2, 0.1], [-0.1, 0.3, 0.0], [0.1, 0.2, 0.4], [-0.4, 0.3, 0.2], [0.0, 0.0, 0.0], [0.0, -0.1, -0.2], [0.0, 0.0, -0.1], [0.0, 0.0, 0.0], [0.0, -0.1, 0.0], [0.2, -0.1, -0.2]],
  "charge": 1,
  "fmax_ev_per_a": 3.16,
  "orbital_gap_ev": 7.56,
  "energy_ev": -95034.4895
}

=====

No. 2
{
  "formula": "C4H3NO3",
  "method": "ωB97M-V/def2-TZVPD",
  "species": ["C", "C", "C", "C", "H", "H", "H", "N", "O", "O", "O"],
  "xyz": [[-0.749795, -0.493721, 0.013818], [-0.862193, 0.857268, 0.261732], [0.449913, 1.465242, -0.064199], [1.501073, -0.583135, -0.062100], [-1.480544, -2.172736, -0.090718], [-1.835785, 1.401261, 0.693747], [0.360894, 2.626192, -0.537478], [1.511940, 0.790511, -0.171183], [-1.839791, -1.320394, -0.138407], [2.502066, -1.333593, 0.165929], [0.442224, -1.236899, -0.071145]],
  "atomic_forces_ev_per_a": [[-2.2, -0.5, 0.6], [0.0, -0.6, 0.4], [-2.7, 2.8, -1.3], [9.1, -0.6, 2.6], [0.5, -2.5, 0.0], [2.4, -1.5, -1.6], [0.8, -3.0, 1.9], [1.3, 0.0, -1.0], [1.2, 3.1, 0.4], [-2.0, 3.3, -1.1], [-8.4, -0.5, -1.0]],
  "charge": 0,
  "de_lowest_ev": 2.868,
  "fmax_ev_per_a": 9.52,
  "orbital_gap_ev": 9.61,
  "energy_ev": -11826.6653
}

=====

No. 3
{
  "formula": "C4H10NO",
  "method": "ωB97M-V/def2-TZVPD",
  "species": ["C", "C", "C", "N", "C", "H", "H", "H", "H", "H", "H", "H", "H", "H", "H", "O"],
  "xyz": [[0.297510, -1.350351, 2.566177], [-0.165264, -0.788218, 1.266223], [0.016974, 0.505863, 0.957201], [-0.034765, 0.895191, -0.414177], [0.265455, 2.073104, -0.837352], [-0.402311, -1.167618, 3.389370], [1.288432, -1.201761, 2.984898], [0.270966, -2.437004, 2.406654], [-0.677667, -1.437045, 0.564324], [0.324220, 1.224632, 1.702805], [0.284051, 0.156268, -1.039341], [0.452076, 2.133106, -1.901180], [0.279286, 2.902888, -0.145340], [-0.884399, -0.862635, -3.585882], [0.200192, -1.645689, -2.839943], [-0.342678, -0.870133, -2.794751]],
  "atomic_forces_ev_per_a": [[-1.0, -1.9, 0.5], [0.6, 1.6, 0.3], [-0.3, -1.2, 0.1], [2.0, 0.9, 0.8], [-0.8, -0.8, -0.2], [-0.1, 0.1, -0.2], [0.2, 0.9, -0.6], [-0.1, 0.1, 0.3], [0.4, -0.1, -0.2], [0.2, 0.3, -0.3], [-1.2, -0.4, -0.6], [0.1, 0.4, 0.0], [0.0, 0.2, -0.1], [-0.1, 0.0, -0.2], [0.4, -0.7, -0.3], [-0.1, 0.8, 0.6]],
  "charge": 1,
  "de_lowest_ev": 1.716,
  "fmax_ev_per_a": 2.31,
  "orbital_gap_ev": 9.00,
  "energy_ev": -7839.6014
}

=====

No. 4
{
  "formula": "C4H8NOS",
  "method": "ωB97M-V/def2-TZVPD",
  "species": ["O", "C", "N", "C", "C", "S", "C", "H", "H", "H", "H", "H", "H", "H", "H"],
  "xyz": [[-1.657003, 0.536214, -1.588469], [-0.718082, 1.319001, -1.061316], [-0.336602, 1.663912, 0.239546], [-0.032962, 0.314242, 0.307814], [1.097164, -0.348590, -0.380186], [3.057519, -2.753267, 0.061395], [-0.758423, -0.433467, 1.421826], [-2.053649, 0.988680, -0.722729], [-0.193551, 1.995452, -1.771422], [1.563486, -1.171424, 0.246133], [1.934950, 0.357215, -0.492778], [0.868799, -0.738525, -1.361150], [-0.765852, -1.514217, 1.262561], [-0.273595, -0.260799, 2.389406], [-1.732199, 0.045572, 1.449369]],
  "atomic_forces_ev_per_a": [[-2.8, 0.9, 2.3], [6.9, 3.6, 0.0], [-1.5, -0.7, -1.3], [0.1, -0.8, 1.8], [0.5, 1.2, -0.3], [-0.6, 0.7, 0.2], [0.3, 0.0, -0.9], [-2.1, -2.3, -1.4], [-0.4, -0.7, -0.5], [0.3, -1.0, 0.0], [-0.3, 0.2, -0.4], [0.1, -0.8, 0.0], [-0.3, 0.0, 0.0], [0.2, 0.2, 0.0], [-0.3, -0.6, 0.4]],
  "charge": -1,
  "de_lowest_ev": 9.012,
  "fmax_ev_per_a": 7.76,
  "orbital_gap_ev": 3.86,
  "energy_ev": -18643.1978
}

=====

No. 5
{
  "formula": "C5H9F",
  "method": "ωB97M-V/def2-TZVPD",
  "species": ["C", "C", "C", "C", "C", "F", "H", "H", "H", "H", "H", "H", "H", "H", "H"],
  "xyz": [[-1.417205, 1.851323, -0.006769], [-0.209751, 0.565763, 0.012383], [1.104240, 0.110457, -0.097347], [-1.028066, -0.774369, 0.038185], [1.879667, -1.125819, -0.024181], [2.011093, 1.177150, 0.036443], [-1.432211, 2.065312, 1.048762], [-1.037376, 2.763791, -0.524443], [-2.193424, 1.482829, -0.645173], [-0.884432, -1.339633, 0.938977], [-0.776755, -1.591626, -0.749886], [-2.152592, -0.731385, 0.038509], [1.598346, -1.705754, 0.828753], [3.017054, -0.970469, -0.136901], [1.521408, -1.777577, -0.757319]],
  "atomic_forces_ev_per_a": [[5.3, -0.7, -0.9], [-1.0, -3.6, -1.4], [-1.7, 6.1, 1.5], [-1.2, -1.2, -1.0], [1.1, -0.1, 0.0], [0.2, -0.2, -0.5], [-1.2, -0.1, 0.2], [0.1, -0.7, 0.5], [-0.7, -0.5, 0.6], [0.5, -0.1, 0.9], [-0.2, 1.7, 0.8], [1.0, 0.6, -0.4], [0.3, -0.1, 1.2], [-2.1, -0.1, 0.3], [-0.2, -1.1, -1.8]],
  "charge": 0,
  "de_lowest_ev": 2.669,
  "fmax_ev_per_a": 6.52,
  "orbital_gap_ev": 9.59,
  "energy_ev": -8045.3741
}

=====

No. 6
{
  "formula": "ClH8NaO8",
  "method": "ωB97M-V/def2-TZVPD",
  "species": ["Na", "Cl", "O", "O", "O", "O", "O", "H", "H", "O", "H", "H", "O", "H", "H", "O", "H", "H"],
  "xyz": [[-2.372049, 2.829021, 0.218614], [0.502190, 1.199430, 0.467589], [0.783108, -0.136610, 0.950214], [1.710363, 1.810869, 0.007924], [-0.439556, 1.110784, -0.619504], [-0.069963, 2.010328, 1.530163], [-0.560990, -0.519144, -3.204276], [0.274643, -0.798888, -3.596549], [-0.346791, 0.300043, -2.744804], [0.561988, 0.233845, 4.208929], [0.160180, 1.017954, 3.818366], [-0.024739, -0.485362, 3.954162], [2.280734, -1.447634, -1.409950], [1.794189, -0.797930, -0.881053], [2.021891, -2.295031, -1.035383], [-1.876716, -1.651717, -0.450779], [-1.682820, -1.005541, -1.143441], [-2.715662, -1.374416, -0.070221]],
  "atomic_forces_ev_per_a": [[1.0, -0.6, 0.1], [2.5, -1.4, 1.1], [-0.5, 1.0, -0.3], [-0.3, 0.1, -0.1], [-1.7, 0.7, -0.9], [-1.1, 0.4, 0.0], [-0.1, 0.2, -0.1], [0.0, -0.1, 0.2], [0.2, 0.0, 0.1], [-0.2, 0.1, 0.2], [0.2, -0.1, -0.2], [0.1, 0.0, -0.1], [-0.1, 0.1, -0.1], [0.2, -0.3, 0.0], [-0.1, 0.1, 0.0], [-0.2, 0.1, 0.0], [0.2, -0.2, 0.0], [0.0, -0.1, 0.0]],
  "charge": 0,
  "de_lowest_ev": 0.000,
  "fmax_ev_per_a": 3.06,
  "orbital_gap_ev": 8.12,
  "energy_ev": -33441.7659
}